(1)
{
  "formula": "C24H36NO2Si2",
  "method": "ωB97M-V with the def2-TZVPD basis set",
  "symbols": ["Si", "Si", "O", "O", "N", "C", "C", "C", "C", "C", "C", "C", "C", "C", "C", "C", "C", "C", "C", "C", "C", "C", "C", "C", "C", "C", "C", "C", "C", "H", "H", "H", "H", "H", "H", "H", "H", "H", "H", "H", "H", "H", "H", "H", "H", "H", "H", "H", "H", "H", "H", "H", "H", "H", "H", "H", "H", "H", "H", "H", "H", "H", "H", "H", "H"],
  "positions_angstrom": [[-2.493, 2.516, 2.302], [1.479, 2.531, 2.381], [-1.060, 1.608, 2.555], [0.607, 1.939, 1.027], [-0.563, 1.230, 1.236], [-2.718, 3.490, 3.876], [2.305, -4.341, -2.841], [1.730, 1.154, 3.610], [4.287, -5.368, -4.591], [-0.260, -0.155, 1.243], [-1.101, -0.405, -3.041], [-2.575, -0.843, -1.165], [0.660, -2.599, -2.079], [-0.547, -2.254, -1.450], [3.027, 3.046, 1.471], [-1.398, -1.186, -1.892], [2.618, -3.684, -4.068], [0.673, 4.034, 3.123], [-3.340, 0.267, -1.507], [-1.903, 0.672, -3.405], [1.308, -3.829, -1.939], [3.003, -5.550, -2.544], [3.604, -4.185, -4.916], [1.083, -0.458, 0.699], [-1.214, -1.072, 1.542], [-3.863, 1.305, 1.987], [3.968, -6.056, -3.406], [-2.179, 3.588, 0.802], [-3.017, 1.033, -2.639], [-2.814, -1.424, -0.267], [-2.107, -0.771, 2.087], [-1.714, 2.987, 0.005], [1.490, 4.746, 3.316], [-4.198, 0.533, -0.885], [-1.863, 4.130, 4.138], [2.778, 3.739, 0.652], [3.840, -3.654, -5.842], [-3.592, 4.144, 3.728], [5.042, -5.766, -5.273], [-1.007, -2.108, 1.292], [-4.784, 1.889, 1.827], [-0.202, -0.641, -3.611], [1.140, -1.843, -2.709], [-2.936, 2.822, 4.725], [-4.017, 0.647, 2.855], [3.694, 3.550, 2.188], [3.553, 2.186, 1.032], [1.872, -0.144, 1.400], [-0.049, 4.529, 2.462], [0.189, 3.812, 4.080], [-1.657, 1.257, -4.288], [2.216, 0.253, 3.222], [2.081, -2.772, -4.332], [1.174, -1.538, 0.538], [2.413, 1.554, 4.375], [1.223, 0.040, -0.270], [-0.948, -2.916, -0.684], [1.042, -4.446, -1.071], [-3.674, 1.849, -2.938], [-1.530, 4.447, 1.017], [4.486, -6.987, -3.165], [0.796, 0.860, 4.107], [2.773, -6.070, -1.613], [-3.146, 3.976, 0.445], [-3.685, 0.699, 1.087]],
  "fmax_ev_per_a": 1.75,
  "e_above_lowest_kcal_mol": 16.4,
  "orbital_gap_ev": 5.08,
  "total_charge": 1,
  "e_homo_ev": -10.6868
}

(2)
{
  "formula": "C4H14N3",
  "method": "ωB97M-V with the def2-TZVPD basis set",
  "symbols": ["N", "N", "N", "C", "C", "C", "C", "H", "H", "H", "H", "H", "H", "H", "H", "H", "H", "H", "H", "H", "H"],
  "positions_angstrom": [[1.973, -0.740, -1.882], [-2.330, 0.683, 1.362], [-3.182, -1.102, 2.536], [-2.489, 0.025, 2.551], [2.379, -0.205, -0.513], [-0.968, 1.028, 1.005], [0.865, 0.000, -2.519], [2.785, -0.806, -2.509], [-0.017, 0.091, -1.844], [-0.535, 1.630, 1.820], [-1.005, 1.613, 0.100], [2.573, 0.871, -0.571], [0.599, -0.478, -3.435], [-3.204, -1.487, 3.505], [-2.104, 0.571, 3.420], [-0.352, 0.116, 0.830], [1.158, 1.045, -2.669], [1.575, -0.447, 0.148], [1.680, -1.696, -1.716], [-2.668, 0.084, 0.600], [3.267, -0.795, -0.219]],
  "fmax_ev_per_a": 3.62,
  "e_above_lowest_kcal_mol": 54.2,
  "orbital_gap_ev": 8.00,
  "total_charge": 1,
  "e_homo_ev": -11.7579
}

(3)
{
  "formula": "C3H9N4O",
  "method": "ωB97M-V with the def2-TZVPD basis set",
  "symbols": ["O", "N", "N", "N", "N", "C", "C", "C", "H", "H", "H", "H", "H", "H", "H", "H", "H"],
  "positions_angstrom": [[-1.941, -2.258, 0.458], [-1.350, 0.981, -0.537], [0.064, -1.386, -0.023], [2.358, -1.134, -0.593], [1.244, 0.800, 0.333], [-1.296, -1.280, 0.306], [1.199, -0.664, -0.123], [-2.043, 0.108, 0.274], [0.178, -2.365, -0.414], [0.394, 1.382, 0.133], [-1.338, 0.671, -1.528], [-2.144, 0.507, 1.392], [-3.059, -0.134, -0.034], [3.269, -0.896, -0.275], [-1.911, 1.859, -0.482], [2.117, 1.287, 0.225], [2.554, -2.068, -0.934]],
  "fmax_ev_per_a": 6.34,
  "smiles": "NCC(=O)NC(N)=[NH2+]",
  "e_above_lowest_kcal_mol": 22.3,
  "orbital_gap_ev": 10.03,
  "total_charge": 1,
  "e_homo_ev": -14.1882
}

Copy entry 1 word for word.
{
  "formula": "C24H36NO2Si2",
  "method": "ωB97M-V with the def2-TZVPD basis set",
  "symbols": ["Si", "Si", "O", "O", "N", "C", "C", "C", "C", "C", "C", "C", "C", "C", "C", "C", "C", "C", "C", "C", "C", "C", "C", "C", "C", "C", "C", "C", "C", "H", "H", "H", "H", "H", "H", "H", "H", "H", "H", "H", "H", "H", "H", "H", "H", "H", "H", "H", "H", "H", "H", "H", "H", "H", "H", "H", "H", "H", "H", "H", "H", "H", "H", "H", "H"],
  "positions_angstrom": [[-2.493, 2.516, 2.302], [1.479, 2.531, 2.381], [-1.060, 1.608, 2.555], [0.607, 1.939, 1.027], [-0.563, 1.230, 1.236], [-2.718, 3.490, 3.876], [2.305, -4.341, -2.841], [1.730, 1.154, 3.610], [4.287, -5.368, -4.591], [-0.260, -0.155, 1.243], [-1.101, -0.405, -3.041], [-2.575, -0.843, -1.165], [0.660, -2.599, -2.079], [-0.547, -2.254, -1.450], [3.027, 3.046, 1.471], [-1.398, -1.186, -1.892], [2.618, -3.684, -4.068], [0.673, 4.034, 3.123], [-3.340, 0.267, -1.507], [-1.903, 0.672, -3.405], [1.308, -3.829, -1.939], [3.003, -5.550, -2.544], [3.604, -4.185, -4.916], [1.083, -0.458, 0.699], [-1.214, -1.072, 1.542], [-3.863, 1.305, 1.987], [3.968, -6.056, -3.406], [-2.179, 3.588, 0.802], [-3.017, 1.033, -2.639], [-2.814, -1.424, -0.267], [-2.107, -0.771, 2.087], [-1.714, 2.987, 0.005], [1.490, 4.746, 3.316], [-4.198, 0.533, -0.885], [-1.863, 4.130, 4.138], [2.778, 3.739, 0.652], [3.840, -3.654, -5.842], [-3.592, 4.144, 3.728], [5.042, -5.766, -5.273], [-1.007, -2.108, 1.292], [-4.784, 1.889, 1.827], [-0.202, -0.641, -3.611], [1.140, -1.843, -2.709], [-2.936, 2.822, 4.725], [-4.017, 0.647, 2.855], [3.694, 3.550, 2.188], [3.553, 2.186, 1.032], [1.872, -0.144, 1.400], [-0.049, 4.529, 2.462], [0.189, 3.812, 4.080], [-1.657, 1.257, -4.288], [2.216, 0.253, 3.222], [2.081, -2.772, -4.332], [1.174, -1.538, 0.538], [2.413, 1.554, 4.375], [1.223, 0.040, -0.270], [-0.948, -2.916, -0.684], [1.042, -4.446, -1.071], [-3.674, 1.849, -2.938], [-1.530, 4.447, 1.017], [4.486, -6.987, -3.165], [0.796, 0.860, 4.107], [2.773, -6.070, -1.613], [-3.146, 3.976, 0.445], [-3.685, 0.699, 1.087]],
  "fmax_ev_per_a": 1.75,
  "e_above_lowest_kcal_mol": 16.4,
  "orbital_gap_ev": 5.08,
  "total_charge": 1,
  "e_homo_ev": -10.6868
}